1.
Density functional theory data (ωB97M-V with the def2-TZVPD basis set) for a molecular structure, C36H61ClNO6PSeV in a non-equilibrium geometry.

⟨S²⟩: 0.789
2S+1: 2
HOMO (spin up / spin down) (hartree): -0.2522 / -0.2426
Net charge: 0
Electronic energy (Eh): -6061.48228
ΔE to the lowest compared entry with this formula, charge and spin (kJ/mol): 175.3
Orbital gap (spin up / spin down) (eV): 7.137 / 6.876

XYZ file:
```
108
Properties=species:S:1:pos:R:3:forces:R:3
V 1.0404 1.1765 -1.8017 0.75 -1.52 0.17
C -3.5298 -0.7099 4.0445 0.00 0.00 -0.01
C -3.2461 0.7891 3.8689 -0.01 0.00 0.01
C -2.9226 1.3786 5.2419 0.01 0.00 -0.01
C -4.5067 1.4824 3.3336 0.01 0.00 0.00
C -2.1009 0.9776 2.8759 0.02 0.01 0.00
C -2.2247 0.4953 1.5763 0.04 0.00 0.00
C -1.2008 0.6825 0.6739 -0.01 0.06 -0.04
Se -1.2370 -0.1306 -1.0540 -0.17 -0.05 0.05
C -0.2287 -1.6960 -0.5818 -0.17 0.08 0.00
C -0.9349 -2.8415 -0.2409 -0.01 -0.02 0.02
C -0.2642 -3.9630 0.2115 0.04 0.00 -0.02
C 1.1246 -3.8672 0.3098 -0.04 0.01 0.00
C 1.8659 -2.7400 -0.0143 0.06 -0.02 0.01
C 1.1645 -1.6020 -0.4819 0.17 -0.12 -0.17
O 1.8217 -0.5158 -0.8532 -0.35 0.55 0.29
C 3.3932 -2.8345 0.1559 0.01 -0.04 0.02
C 4.1831 -1.5445 -0.0974 -0.01 0.01 0.00
C 3.9189 -3.8989 -0.8210 0.02 0.01 0.02
C 3.7081 -3.2651 1.5993 0.00 -0.01 -0.01
C -0.9666 -5.2609 0.5992 0.00 -0.02 0.02
C -0.6487 -5.5984 2.0629 -0.01 -0.01 -0.01
C -2.4848 -5.1561 0.4526 0.01 0.01 -0.01
C -0.4702 -6.3980 -0.3047 0.00 -0.01 0.01
C -0.0172 1.3792 0.9827 -0.01 -0.27 0.25
O 0.8497 1.6158 0.0237 -0.11 0.61 -0.45
C 0.1797 1.7538 2.3273 0.13 0.02 -0.10
C -0.8870 1.5681 3.2081 -0.08 0.00 0.03
C 1.5092 2.2602 2.9210 0.00 0.01 0.02
C 2.6712 2.3675 1.9242 -0.05 0.03 -0.01
C 1.3178 3.6322 3.5864 -0.02 -0.03 0.00
C 1.9532 1.2530 3.9980 0.00 -0.01 -0.02
H -4.3267 -0.8645 4.7762 0.00 0.00 0.00
H -3.8438 -1.1695 3.1058 0.01 0.00 0.00
H -2.6360 -1.2317 4.3916 0.00 0.00 0.01
H -3.7808 1.2516 5.9045 0.00 -0.01 0.00
H -2.0692 0.8780 5.7038 0.00 0.01 0.00
H -2.7041 2.4466 5.1784 0.00 0.00 0.01
H -5.3382 1.3516 4.0306 0.00 0.00 0.00
H -4.3310 2.5520 3.2026 0.00 0.00 0.00
H -4.8086 1.0714 2.3691 0.00 0.00 0.00
H -3.1098 -0.0460 1.2637 0.00 0.00 -0.01
H -2.0132 -2.8277 -0.3243 0.00 0.00 0.00
H 1.6646 -4.7377 0.6620 0.00 0.00 -0.01
H 4.1105 -1.2121 -1.1305 -0.01 0.01 0.00
H 3.8442 -0.7294 0.5411 0.01 -0.01 0.00
H 5.2336 -1.7459 0.1296 0.00 0.00 0.00
H 3.6773 -3.6220 -1.8490 0.01 0.00 0.00
H 5.0051 -3.9827 -0.7335 0.00 0.00 0.00
H 3.4874 -4.8817 -0.6225 -0.01 0.01 -0.01
H 3.3226 -2.5302 2.3089 0.00 0.00 0.00
H 3.2808 -4.2358 1.8521 0.00 0.01 0.00
H 4.7897 -3.3345 1.7345 0.00 0.00 0.00
H -0.9677 -4.7887 2.7220 -0.01 -0.01 0.00
H -1.1679 -6.5122 2.3620 0.01 0.00 0.00
H 0.4198 -5.7552 2.2164 0.00 0.01 0.00
H -2.8956 -4.3689 1.0881 0.00 0.00 0.00
H -2.7763 -4.9543 -0.5803 0.00 0.01 0.00
H -2.9453 -6.0998 0.7503 0.00 0.00 0.00
H 0.5999 -6.5694 -0.1788 0.00 0.01 -0.01
H -0.9901 -7.3290 -0.0656 0.01 0.00 0.01
H -0.6515 -6.1620 -1.3551 -0.01 -0.01 0.00
H -0.7426 1.8935 4.2296 0.00 -0.01 -0.01
H 2.4987 3.1147 1.1500 0.00 0.00 0.01
H 3.5691 2.6534 2.4781 0.00 0.00 0.01
H 2.8592 1.4164 1.4277 0.00 -0.02 -0.01
H 0.9905 4.3813 2.8649 0.00 0.01 -0.01
H 0.5801 3.5947 4.3894 0.00 0.00 0.00
H 2.2635 3.9687 4.0176 0.00 0.00 0.00
H 2.1617 0.2813 3.5448 -0.02 0.00 0.01
H 2.8648 1.6069 4.4855 0.01 -0.01 -0.01
H 1.1931 1.1103 4.7667 0.01 0.01 0.00
C -0.1420 4.6170 0.2813 -0.01 -0.03 -0.01
O -0.8056 3.9401 -0.7628 0.02 0.01 0.07
C -1.5996 4.8018 -1.5274 -0.08 0.07 0.05
C -2.0424 4.0450 -2.7506 -0.01 0.04 -0.05
O -0.9500 3.6675 -3.5590 -0.20 -0.04 -0.27
C -0.4751 4.6844 -4.4098 0.08 0.10 0.20
H -0.8563 4.9911 1.0249 0.00 0.00 0.00
H 0.4477 5.4546 -0.1091 -0.01 0.00 0.00
H 0.5256 3.9004 0.7431 0.03 0.02 0.02
H -1.0265 5.6951 -1.8128 -0.01 0.01 -0.02
H -2.4813 5.1420 -0.9626 0.02 0.00 0.01
H -2.7696 4.6444 -3.3160 0.03 -0.02 -0.04
H -2.5287 3.1180 -2.4368 0.01 -0.01 0.02
H -1.2935 5.1390 -4.9821 0.00 -0.01 -0.02
H 0.2396 4.2295 -5.0942 0.02 -0.02 0.00
H 0.0534 5.4691 -3.8589 -0.03 0.01 -0.01
Cl 2.3599 3.9433 -2.1689 -0.13 0.27 0.02
C 2.8070 2.2028 -2.0862 -0.10 0.05 -0.15
H 3.5044 2.0959 -1.2571 -0.01 -0.13 0.00
H 3.2970 1.9825 -3.0323 0.05 -0.13 0.07
O 1.4409 -1.2419 -3.3047 -0.11 -0.14 -0.03
N 2.0452 -0.3890 -2.7421 0.24 0.21 -0.25
C -1.3450 -1.0375 -4.4828 0.02 0.01 -0.07
P -0.3897 0.4389 -4.8473 -0.08 -0.13 -0.02
C -1.5461 1.5412 -5.6715 0.07 0.00 0.04
C 0.8464 0.0156 -6.0752 -0.04 -0.02 -0.03
O 0.2227 1.1005 -3.6392 0.07 0.55 0.46
H -1.8536 -1.3611 -5.3926 0.00 -0.03 0.01
H -2.0924 -0.8035 -3.7245 -0.01 0.01 -0.01
H -0.6894 -1.8230 -4.1113 -0.04 0.04 0.00
H -1.9568 1.0569 -6.5584 0.01 -0.02 0.01
H -1.0370 2.4599 -5.9539 0.00 0.01 -0.02
H -2.3489 1.7944 -4.9811 -0.01 0.01 0.01
H 0.3563 -0.3591 -6.9750 0.03 -0.01 -0.01
H 1.5206 -0.7396 -5.6755 -0.02 0.01 -0.01
H 1.4144 0.9127 -6.3221 0.01 0.01 0.00
```
Positions in Å, forces in eV/Å.


2.
Density functional theory data (ωB97M-V with the def2-TZVPD basis set) for 10 unconnected molecules or ions with the total composition C36H62N2O24 in a non-equilibrium geometry.

SMILES: C[C@H]1COC(=O)O1.C[C@H]1COC(=O)O1.C[C@H]1COC(=O)O1.C[C@H]1COC(=O)O1.COC(=O)OC.COC(=O)OC.COC(=O)OC.COC(=O)OC.CCCC#N.CCCC#N
2S+1: 1
HOMO (hartree): -0.3576
Net charge: 0
Electronic energy (Eh): -3323.92628
ΔE to the lowest compared entry with this formula, charge and spin (kJ/mol): 375.2
Orbital gap (eV): 9.882

XYZ file:
```
124
Properties=species:S:1:pos:R:3:forces:R:3
C -14.8000 12.8340 7.0890 1.53 -0.37 1.39
C -14.7620 14.2980 7.6020 -2.15 -2.06 2.18
C -13.6110 14.7490 8.5670 -0.99 -0.78 -3.16
O -12.7740 15.4560 7.5840 -0.90 0.63 1.29
C -13.5170 15.7680 6.5060 1.67 1.86 -1.97
O -13.0890 16.4890 5.6030 -1.46 -1.85 2.05
O -14.7180 15.1740 6.5640 0.87 2.04 -2.32
H -15.5950 12.7100 6.4030 -1.07 0.04 -0.59
H -15.0140 12.1850 7.9830 0.35 0.40 -0.92
H -13.8980 12.4450 6.5270 -0.65 0.71 0.96
H -15.7890 14.4930 8.0560 1.31 -0.44 -0.09
H -13.0190 13.9110 8.8000 0.55 -0.92 1.04
H -14.0870 15.2590 9.3890 0.83 0.89 0.23
C -9.1260 19.3820 7.0850 -2.42 0.10 -0.17
C -9.9450 18.3200 6.3590 -1.06 1.59 0.69
C -10.2880 18.6450 4.9070 0.44 1.48 0.06
O -9.4020 17.8300 4.1670 -3.36 3.61 -4.86
C -8.8800 16.9880 4.8830 3.61 -4.75 1.92
O -8.1420 16.1080 4.5300 0.13 0.19 0.28
O -9.2130 17.2130 6.1300 2.21 -3.36 2.88
H -9.7470 20.2480 7.3350 -0.04 -0.07 -0.14
H -8.3550 19.6980 6.4760 1.84 0.72 -1.24
H -8.7600 19.0010 7.9890 0.66 -0.68 1.29
H -10.7180 17.9490 7.0480 -0.61 0.68 -0.68
H -10.0150 19.5810 4.5120 0.55 1.93 0.53
H -11.2930 18.6410 4.6220 -1.74 -1.37 -0.45
C -9.6880 17.1780 -4.2520 0.00 1.75 -1.92
C -8.9970 17.2480 -5.6500 2.16 0.12 1.15
C -9.8570 16.8740 -6.7950 0.12 -1.29 -1.57
O -10.1590 18.1260 -7.3840 -5.46 -5.77 -3.16
C -9.4640 19.0600 -7.0160 2.31 5.04 0.24
O -9.5140 20.1420 -7.5860 1.02 -1.04 1.86
O -8.7260 18.6250 -5.9870 1.56 1.60 1.36
H -10.5280 17.9140 -4.3940 0.80 -0.58 0.66
H -9.0350 17.4360 -3.4230 -0.02 0.35 -0.12
H -10.1440 16.2400 -4.0690 -0.27 -1.08 -0.07
H -7.9550 16.8020 -5.7370 -1.41 0.01 0.55
H -10.7050 16.2750 -6.5420 -1.14 0.44 0.47
H -9.4100 16.2320 -7.5750 0.51 0.54 0.27
C -11.3520 14.2870 -2.4810 0.20 3.81 2.36
C -9.9670 13.8360 -2.3200 2.14 0.71 -2.49
C -8.8420 14.7680 -1.8380 -1.90 1.39 -0.63
O -8.1230 14.0260 -0.9300 0.79 -0.70 0.66
C -8.7480 12.8470 -0.7800 3.59 -3.76 3.39
O -8.3120 11.8800 -0.1500 -0.60 2.72 -1.14
O -9.8640 12.7850 -1.3930 -2.90 -0.31 -1.59
H -11.6480 14.5880 -1.4460 -0.67 -0.48 -0.79
H -11.8610 13.4930 -2.8700 -1.95 -2.00 -0.72
H -11.5400 15.2040 -3.1050 0.60 -0.98 0.37
H -9.6500 13.5200 -3.3330 0.14 -0.72 0.42
H -9.2680 15.6540 -1.4170 -0.40 0.63 1.09
H -8.2440 15.1910 -2.6100 0.83 -0.34 -0.88
C -10.9440 13.4640 6.2770 -0.13 -0.86 -3.76
O -10.4080 14.3440 5.2480 0.11 1.88 -0.39
C -10.6300 14.1060 3.9750 -0.88 -7.36 -2.91
O -11.0890 12.8680 3.6010 1.66 6.72 1.94
O -10.1610 14.9970 3.0370 -0.71 -1.70 2.80
C -10.4260 14.6140 1.7030 -2.85 0.90 -1.76
H -10.8550 13.9210 7.1910 0.35 1.24 1.85
H -10.4380 12.5330 6.1870 0.70 -0.73 0.24
H -11.9470 13.2380 5.9730 -0.76 0.05 0.22
H -11.4310 15.0660 1.4330 0.84 -0.54 0.28
H -10.5290 13.5800 1.3910 0.35 -0.40 1.08
H -9.7660 15.0850 1.0080 1.04 0.57 0.24
C -13.2690 17.1230 2.5390 -2.73 1.95 -0.28
O -13.4500 16.8510 1.1320 -0.31 0.24 -1.10
C -12.6210 17.4810 0.3470 7.78 4.35 1.44
O -11.5330 18.1820 0.8520 -5.99 -3.53 -2.39
O -12.7370 17.3900 -0.9850 -1.32 -0.92 1.35
C -11.7820 18.0610 -1.8310 0.16 0.19 -0.41
H -12.3210 16.9260 2.8330 2.87 -1.60 0.88
H -14.0810 16.5910 3.0690 0.73 0.33 -0.36
H -13.2720 18.2280 2.7230 -0.74 -0.78 -0.32
H -11.8750 19.1210 -1.7400 0.02 0.75 0.59
H -12.0420 17.8940 -2.8900 -0.17 -0.69 0.72
H -10.7500 17.7960 -1.6050 -0.22 -0.15 0.11
C -15.3810 15.2990 -0.7260 0.10 1.47 1.65
O -15.4830 14.0260 -1.2500 -2.26 -2.43 -0.88
C -14.6160 13.1280 -0.9980 8.13 1.03 4.19
O -13.5090 13.3550 -0.1650 -6.26 -1.40 -4.08
O -14.6770 12.0600 -1.7670 -1.71 1.02 -0.60
C -13.7780 11.0140 -1.5190 -0.96 -1.55 -0.33
H -15.1970 15.3360 0.3990 -0.01 -0.19 -1.80
H -16.2860 15.8570 -0.9780 -0.10 -0.44 0.15
H -14.6070 15.6810 -1.3450 1.11 1.29 0.35
H -12.7930 11.3030 -1.6830 1.75 0.54 -0.38
H -14.0410 10.0920 -2.0840 -0.09 1.10 -0.15
H -13.9020 10.7500 -0.5200 0.20 -0.51 1.91
C -8.8190 20.6860 0.5610 1.51 -0.57 0.79
O -7.9510 21.1380 -0.5350 -0.60 -1.08 -2.39
C -8.1060 20.5370 -1.7660 -3.91 -3.69 0.17
O -9.0440 19.5820 -1.9950 5.31 5.24 0.94
O -7.2340 21.0260 -2.6840 -0.50 -1.05 3.33
C -7.3820 20.5740 -4.0090 -0.60 1.18 -0.82
H -8.2340 19.9600 1.1630 -0.43 -0.41 -0.91
H -9.8020 20.2780 0.2800 0.54 0.46 -0.06
H -8.7660 21.4880 1.2990 -0.83 0.56 -0.63
H -6.9140 21.3500 -4.5870 0.68 -0.02 -0.37
H -8.4020 20.7250 -4.1870 -1.68 -0.35 -0.83
H -7.1120 19.5850 -4.3420 0.48 -0.36 0.79
C -16.0200 15.1710 -4.5560 1.07 -2.56 3.90
C -14.8800 14.1230 -4.8060 0.71 -0.26 1.55
C -13.8400 14.6080 -5.8550 -0.66 -0.04 -0.21
C -13.4060 15.9900 -5.5520 0.72 1.15 0.71
N -13.0780 17.0530 -5.2010 -0.55 -1.94 -0.74
H -16.9740 14.6680 -4.2890 0.77 0.16 0.43
H -16.2470 15.5760 -5.4300 -0.77 2.35 -3.91
H -15.7450 15.9420 -3.7920 -0.28 -0.68 -0.77
H -15.2980 13.1520 -5.1140 0.11 0.43 -0.20
H -14.2950 13.8520 -3.8530 -1.00 0.64 -1.17
H -14.2870 14.5760 -6.8490 -0.26 0.42 -0.06
H -13.0040 13.9150 -5.9920 0.19 0.28 0.57
C -14.5270 11.8410 3.5020 3.60 1.06 0.73
C -14.4800 13.3450 3.5230 -1.73 0.62 -1.55
C -15.9220 14.0060 3.5260 1.02 -1.95 1.13
C -16.8280 13.8720 2.3630 2.68 0.15 2.90
N -17.5840 13.8330 1.5290 -1.91 -0.19 -2.33
H -13.8240 11.4880 2.7450 -0.25 -0.27 0.11
H -15.4550 11.4620 3.3790 -3.06 -1.21 -0.71
H -14.1690 11.5080 4.4690 0.15 -0.51 0.14
H -13.8590 13.7120 2.7480 0.31 0.34 -1.38
H -13.9870 13.7790 4.3450 0.38 0.16 1.60
H -15.7340 15.0530 3.7480 -0.71 0.07 0.33
H -16.3210 13.3590 4.3940 -0.33 1.78 -1.13
```
Positions in Å, forces in eV/Å.